DFT (ωB97M-V with the def2-TZVPD basis set) results for a cluster of 2 separate species, C5H16N3 in total at a distorted geometry.

For the energy, the calculation gives -9908.4591 eV. The gap between HOMO and LUMO comes out at 10.364 eV. The net charge is +1.

Each line ends with the Löwdin charge.
Positions of all 24 atoms, in Å:
C1 2.4919 1.9193 -0.4017  -0.07
C2 1.1141 1.2567 -0.5411  -0.41
C3 0.3327 1.6585 -1.7931  -0.04
N1 1.2972 -0.2764 -0.4442  0.15
H1 3.1418 1.4414 0.3815  0.09
H2 3.0744 1.8089 -1.3756  0.10
H3 2.3723 3.0617 -0.2631  0.12
H4 0.5874 1.5252 0.4009  0.14
H5 0.9392 1.5304 -2.6731  0.08
H6 0.1405 2.7463 -1.7254  0.11
H7 -0.5638 1.1039 -1.8867  0.06
H8 2.1084 -0.3900 0.1867  0.15
H9 0.3227 -0.6905 -0.1165  0.08
H10 1.6283 -0.6397 -1.3654  0.17
C4 -2.3371 -0.3850 0.6988  -0.11
N2 -1.9979 -2.9498 1.6605  0.12
C5 -0.9061 -2.1641 1.3403  -0.24
N3 -1.0229 -1.0574 0.6797  -0.09
H11 -2.2317 0.6878 0.5475  0.07
H12 -2.8518 -0.4783 1.6786  0.08
H13 -3.0464 -0.7371 -0.0657  0.09
H14 -2.8366 -2.4221 1.9196  0.10
H15 -1.8815 -3.9358 1.7662  0.10
H16 0.1248 -2.6140 1.3912  0.14

=====

DFT (ωB97M-V with the def2-TZVPD basis set) results for a cluster of 2 separate species, C5H16N3 in total at a distorted geometry.

For the energy, the calculation gives -9895.3577 eV. Its expectation value of S² is 0.754. The gap between HOMO and LUMO (spin up / spin down) comes out at 11.659 / 6.011 eV. The net charge is +2. As for the spin multiplicity: 2.

Each line ends with the Mulliken spin population.
Positions of all 24 atoms, in Å:
C1 1.4187 1.9951 0.9500  0.00
C2 1.2339 0.6760 1.6700  0.00
C3 -0.8371 -0.2082 2.6357  0.00
N1 -0.1669 0.2482 1.6539  0.00
H1 1.1865 1.8943 -0.1209  0.00
H2 0.7798 2.7981 1.3197  0.00
H3 2.4458 2.3585 0.9939  0.00
H4 1.7633 -0.1503 1.1835  0.00
H5 1.6012 0.8030 2.6886  0.00
H6 -1.8906 -0.4319 2.4793  0.00
H7 -0.3661 -0.3465 3.6041  0.00
H8 -0.7510 0.1827 0.6555  0.00
C4 0.1173 -1.2546 -1.5061  0.04
C5 -1.0928 -0.3499 -1.7218  0.01
N2 -1.8076 -0.0479 -0.4434  0.00
N3 0.6550 -1.7182 -2.7775  0.87
H9 0.8923 -0.7297 -0.9274  0.08
H10 -0.2231 -2.0893 -0.8856  0.01
H11 -0.7598 0.6031 -2.1371  0.00
H12 -1.7903 -0.8228 -2.4147  0.00
H13 -2.4476 -0.8259 -0.2824  0.00
H14 -2.4061 0.7618 -0.5779  0.00
H15 1.0157 -0.9557 -3.3703  -0.01
H16 1.4296 -2.3897 -2.6689  -0.01

=====

DFT (ωB97M-V with the def2-TZVPD basis set) results for a cluster of 2 separate species, C5H16NO in total at a distorted geometry.

For the energy, the calculation gives -8977.6095 eV. Its expectation value of S² is 0.751. The gap between HOMO and LUMO (spin up / spin down) comes out at 4.076 / 12.189 eV. As for the spin multiplicity: 2.

Each line ends with the Mulliken spin population.
Positions of all 23 atoms, in Å:
C1 0.7077 0.9512 0.3747  0.32
C2 0.9056 -0.1404 -0.7318  0.16
C3 1.4941 0.6176 -1.9578  0.01
C4 -0.4997 -0.8238 -0.9759  0.53
C5 -0.5325 -1.9051 -2.0518  -0.10
N1 -0.3447 0.5581 1.4247  0.60
H1 1.6877 1.3496 1.0148  -0.06
H2 0.1647 1.8965 -0.0796  0.06
H3 1.7140 -0.8549 -0.5615  0.00
H4 2.5229 1.0801 -1.9615  0.00
H5 0.8727 1.5282 -2.1658  0.00
H6 1.5097 -0.1185 -2.7711  -0.01
H7 -1.1457 -0.0179 -1.4217  -0.01
H8 -0.6677 -1.3845 -0.0371  -0.11
H9 0.1969 -2.6794 -1.9258  0.00
H10 -0.3155 -1.5250 -3.0512  0.00
H11 -1.4975 -2.3715 -2.1308  0.00
H12 -0.4812 1.3453 2.0014  -0.24
H13 -0.3202 -0.2184 2.1605  -0.37
H14 -1.2608 0.4402 0.8750  -0.02
H15 -1.6075 -0.0207 4.7223  -0.13
H16 -1.5457 1.4474 5.0059  -0.11
O1 -1.5572 0.8460 4.2439  0.49

=====

DFT (ωB97M-V with the def2-TZVPD basis set) results for a cluster of 3 separate species, C5H16NO in total at a distorted geometry.

For the energy, the calculation gives -8967.9746 eV. The gap between HOMO and LUMO comes out at 4.984 eV. The net charge is +1.

Each line ends with the Löwdin charge.
Positions of all 23 atoms, in Å:
C1 0.7818 1.3598 -1.4188  -0.06
C2 0.8788 -0.0719 -1.0504  -0.22
C3 -0.5113 -0.7378 -1.0983  -0.16
C4 -1.0261 -1.1727 0.3036  -0.22
C5 -0.3351 -2.4368 0.7771  -0.08
N1 -0.4411 2.3045 0.7985  0.23
H1 0.3753 1.4875 -2.4245  0.12
H2 0.0217 1.8875 -0.7573  0.09
H3 1.7649 1.8414 -1.3649  0.12
H4 1.3771 -0.4532 -1.9636  0.18
H5 -0.5149 -1.6483 -1.7014  0.12
H6 -1.2463 -0.0685 -1.5463  0.11
H7 -2.1234 -1.1967 0.2213  0.14
H8 -0.7627 -0.4640 1.1417  0.09
H9 -0.6044 -3.3389 0.2237  0.10
H10 -0.5220 -2.5570 1.8471  0.09
H11 0.7545 -2.3073 0.7799  0.08
H12 -1.3784 2.5739 1.1152  0.12
H13 1.5179 -0.2547 -0.1857  0.10
H14 0.1737 3.0714 1.0827  0.11
H15 -0.0865 1.3846 1.1572  -0.02
H16 1.0992 0.5996 2.4549  0.07
O1 0.8073 0.1976 1.6083  -0.12